Formula: C3H10OSi2
Source: the OMol25 dataset
Level of theory: ωB97M-V/def2-TZVPD

Atoms and positions in Å:
Si 1.84050 1.23763 -0.55179
Si 1.42696 -0.93286 -0.24373
O 2.12847 -1.49785 1.11740
C -2.01251 1.04388 -0.27291
C -1.33364 -1.36720 0.09600
C -1.78345 -0.07688 0.53959
H 1.43310 -2.09538 -1.29856
H -2.49661 1.95216 0.04706
H 0.50264 1.74938 -0.02517
H 2.12511 -2.47718 1.24907
H 3.09271 1.46539 0.19981
H 1.82762 1.97982 -1.98999
H -1.68879 -1.84379 -0.88982
H -1.42705 -2.09526 0.94086
H -1.84412 0.84766 -1.31782
H -1.73431 0.03857 1.63324

Forces on the atoms, in the same order (eV/Å):
-0.8831 2.1292 -1.6054
-2.9657 -3.4094 -1.0541
0.4981 -1.1238 0.6163
0.1217 -2.9534 1.5932
1.3186 -1.1672 -0.4746
0.0233 2.8852 -1.1805
0.3002 1.2175 0.6268
0.3034 0.1122 0.1737
0.7819 0.0055 0.2499
-0.0534 1.3372 -0.1782
-0.1822 0.2789 0.0733
0.3125 -1.2812 1.5259
0.6900 1.1523 1.4423
0.4841 0.3542 -0.9346
-0.2394 0.3442 -0.4630
-0.5099 0.1186 -0.4109

Values from the calculation:
LUMO energy: 0.0 eV
HOMO energy: -7.06 eV
electronic energy: -774.39663 Ha

Atomic partial charges in e from the natural (NBO) method, atoms 1 to 5: 0.250 1.101 -1.109 -0.483 -0.628

---

Formula: C44H94ClO20P
Source: the OMol25 dataset
Level of theory: ωB97M-V/def2-TZVPD

Atoms and positions in Å:
Cl 5.74469 -5.71737 -0.56804
P 7.57440 -5.13540 0.37454
O -2.97853 -1.68761 -4.17175
O -7.58624 -0.44755 2.49848
O 2.25572 -0.30744 3.67834
O 8.28080 -6.63869 0.84570
O -8.72895 -3.26506 3.05376
O 1.27195 0.95764 6.30767
O -6.02748 3.17312 0.18870
O -3.59292 0.23496 -6.51424
O 0.87748 4.12751 -2.56973
O -7.84844 -2.69556 0.15669
O 10.85246 -3.92377 -1.90504
O 0.30532 -1.92246 5.73018
O -4.05055 3.73092 2.48724
O 11.78161 -2.00960 -3.72091
O 10.76418 -3.31205 -5.43415
O -7.01010 4.44001 3.01611
O -5.47593 0.08721 -3.85784
O 11.02459 -4.92619 0.28389
O 2.73356 2.78340 -0.49253
O 0.61491 4.71877 0.62061
C -3.12138 -0.40288 -3.56208
C -7.39740 -2.76408 3.17512
C -9.48475 -2.77554 1.94360
C 5.32363 -2.10415 0.17903
C 10.35478 -4.52101 -0.68234
C 3.87583 -1.58863 -0.28565
C -8.03736 0.83323 2.89563
C -3.72077 -1.89767 -5.37366
C 9.01932 -1.77063 -0.22127
C 6.46995 -0.95311 0.11960
C -7.08175 -3.50966 -0.71090
C -0.43615 -0.82275 6.24966
C 1.50018 2.33789 -1.06162
C 10.74475 -1.64896 -2.73368
C -5.84408 5.18425 3.35749
C 0.08370 0.48841 5.66916
C -7.33927 -1.30337 3.60979
C 11.18216 -2.21994 -4.99950
C 2.46552 0.22040 6.03373
C 8.77185 -4.44591 -0.91982
C 1.16390 4.72960 -3.81722
C -4.47354 -0.20061 -2.88978
C 4.21924 -1.58156 -2.86177
C -9.03205 -3.34725 0.60565
C 0.23170 -3.06154 6.56573
C 1.98701 4.61594 0.98081
C -7.84004 4.18936 4.13348
C 3.35841 -2.26312 -1.66825
C 8.70368 -2.88768 -1.32232
C -0.24781 4.54224 1.72985
C 7.80465 -1.53455 0.83600
C 3.00358 0.44530 4.62637
C -5.88734 3.46574 -1.18877
C -4.77734 2.54251 2.16693
C -3.16889 -1.12403 -6.56664
C -4.75445 4.96176 2.31368
C 2.82403 4.18315 -0.21631
C -2.74714 1.08973 -7.25899
C 1.31262 2.77257 -2.51155
C -6.77071 -0.27840 -3.41594
C 2.29767 0.26429 2.38420
C -4.97962 2.33954 0.67128
C 9.87653 -2.95998 -2.45705
C 11.06612 -0.90964 -5.94192
H 8.18482 -0.68441 1.52291
H -1.72236 1.04396 -6.87567
H -7.29493 3.62140 4.89478
H -6.78522 -4.43333 -0.20397
H 0.62797 4.21766 -4.62276
H -0.08100 5.32903 2.47228
H -1.48379 -0.96347 5.96006
H -8.86483 -4.42691 0.70869
H -6.69881 4.13183 -1.48264
H -4.41964 0.65589 -2.20744
H -4.04065 2.55296 0.14415
H 9.99209 -1.96634 0.36480
H 9.30546 -3.44354 -3.32914
H 7.58168 -2.47533 1.45862
H 1.89075 1.28065 2.40368
H 3.87578 4.36233 0.02753
H 2.24403 -2.04645 -1.78078
H 2.24152 4.71564 -4.01114
H 3.90700 -0.45913 -0.48187
H 10.28925 -0.22441 -5.46329
H 2.96523 1.51609 4.38850
H -2.89167 0.39565 -4.26967
H -2.07504 -1.18477 -6.56519
H 7.78310 -2.54528 -1.91356
H -0.36162 -0.79186 7.34220
H 8.65843 -5.03258 -1.90788
H -6.33759 -1.07237 3.99008
H -8.68641 3.58721 3.79804
H -2.76656 0.82024 -8.31967
H -5.71775 2.49849 2.71685
H -6.82325 -2.94318 2.26522
H -8.07764 -1.12868 4.40001
H 0.83763 5.77017 -3.77475
H 0.53903 2.15582 -2.98325
H 0.62593 -2.83271 7.56131
H -3.99985 5.74356 2.44540
H 2.25687 2.64939 -3.05345
H -3.55622 -1.55611 -7.49629
H -4.78397 -1.70896 -5.22000
H -0.66826 1.25990 5.86203
H -1.27729 4.59826 1.37544
H -8.21187 5.12823 4.55563
H -5.94571 2.54670 -1.78055
H 1.55529 1.24448 -1.04573
H 4.04373 0.10289 4.57199
H 11.29685 -1.28527 -1.80316
H -0.09120 3.55712 2.18096
H -2.35177 -0.36490 -2.78478
H 0.21099 0.43482 4.58716
H 3.81654 -1.85803 -3.90190
H -5.47090 4.88470 4.34300
H 0.84957 -3.84600 6.12536
H -4.93685 3.97601 -1.37472
H -8.96767 0.75136 3.46796
H 3.20860 0.60065 6.74144
H -7.04823 0.29734 -2.52736
H 0.65173 2.61973 -0.43662
H -0.80088 -3.41695 6.64032
H 10.67758 -1.21693 -6.98364
H 3.32437 0.27486 2.00571
H -10.51059 -3.11221 2.12200
H 10.15150 -0.79395 -3.20217
H -9.50997 -1.68456 1.93574
H 5.29468 -2.53009 1.24986
H -9.80890 -3.17502 -0.14847
H 12.09206 -0.39982 -6.07778
H -4.73419 -1.09993 -2.31720
H 2.31425 5.60617 1.31882
H 3.50199 -3.40622 -1.66260
H 5.66085 -2.89769 -0.59127
H -3.61655 -2.96514 -5.59130
H 2.12032 3.89549 1.79812
H 5.29617 -1.95191 -2.78786
H -4.15874 1.71837 2.53576
H -6.17927 -2.96248 -0.98503
H -6.81060 -1.35057 -3.19854
H 2.33326 -0.83941 6.25771
H 4.21899 -0.44524 -2.73253
H 6.04299 -0.02929 0.63241
H -5.27093 1.30014 0.47892
H -5.13629 5.05995 1.29675
H -8.23994 1.41733 1.99584
H -3.11039 2.11229 -7.14253
H -7.47882 -0.06281 -4.21637
H -6.12218 6.24397 3.38052
H 8.68244 -7.04020 0.03221
H 2.60412 4.77454 -1.10667
H -6.93620 -3.36569 3.96447
H -7.64918 -3.74203 -1.61774
H 9.17295 -0.73569 -0.71608
H 6.75815 -0.70037 -0.96998
H -7.27147 1.34180 3.48867
H 3.13648 -1.85010 0.54663
H 1.67914 -0.34083 1.72102

Forces on the atoms, in the same order (eV/Å):
1.2577 0.0849 -0.3237
0.6686 -0.8501 2.0316
-0.1865 0.2504 -0.0856
-0.2493 0.0186 0.1222
-0.1958 0.2493 -0.0446
-0.4724 1.7568 -2.5788
0.0905 0.2079 -0.2508
0.0356 -0.2562 -0.2025
0.2151 0.2380 -0.0539
0.2992 0.0409 0.1012
0.3032 0.0309 -0.0772
0.1930 -0.2405 0.0962
-0.5811 -0.3859 2.1989
0.1252 0.0261 0.2824
-0.2596 0.0161 -0.1300
-1.6871 -0.1440 -1.2072
1.6896 3.5450 2.2350
0.0835 -0.2097 0.2043
-0.0758 -0.2982 0.0030
-2.3681 1.5109 -4.2427
-0.2488 0.1663 -0.0582
0.0067 -0.3068 0.1067
-0.0168 -0.2504 0.2013
-0.1556 0.0341 0.3576
-0.0130 -0.3153 0.0535
0.4865 0.6374 -1.0531
0.6682 -0.1480 1.0145
-0.1900 -0.7502 -0.2497
0.0827 -0.2278 -0.2301
0.3570 -0.1145 -0.0797
-0.5700 0.1753 0.8435
-0.1201 -1.3722 0.2013
-0.1890 0.2570 0.1562
0.2764 -0.1043 -0.5978
0.2861 -0.1577 -0.2039
-0.3213 -0.4988 -0.6222
-0.2646 -0.1397 -0.5821
-0.0897 0.0535 0.3720
0.1612 -0.0617 -0.6409
-0.8637 -1.2861 -2.2077
0.0315 0.3210 -0.0110
0.4743 -0.1089 -1.3843
-0.1561 -0.0398 0.2890
0.0166 0.3117 -0.4448
-0.4458 -0.5714 0.2303
0.1266 0.5066 0.0223
0.0503 0.1647 -0.2767
-0.2584 0.2091 -0.4597
0.1054 0.0654 -0.3112
0.8016 0.7111 0.1543
0.8154 1.0566 -1.1380
0.0857 0.1310 -0.2738
0.4727 1.2075 -0.1541
-0.1974 -0.5081 0.0122
-0.1236 -0.1036 0.2754
0.3238 -0.0148 -0.1179
-0.5678 0.2655 0.2067
0.1648 0.0143 0.3530
0.1236 -0.1620 0.2618
-0.2845 -0.0980 0.1528
-0.4026 0.3478 0.4025
0.2404 0.1785 -0.1040
0.0312 -0.1552 0.2954
-0.4813 0.0623 0.1975
-0.7639 -0.3195 1.4523
0.1772 -0.6537 0.1209
-0.5156 -1.5922 -0.7942
0.0911 -0.0322 -0.1167
-0.0196 0.0750 0.1414
-0.0231 -0.1108 -0.0979
0.0852 0.0221 -0.1328
-0.0400 -0.0722 0.1459
-0.1464 0.1452 0.1407
-0.0120 0.0502 0.0399
-0.0150 -0.0886 0.0927
0.1419 -0.0837 0.2177
-0.0063 0.0190 0.0544
-1.4438 -0.0163 -0.9160
1.5585 0.9719 0.7291
0.3654 1.5030 -0.9706
0.1024 0.1086 -0.0880
-0.0631 -0.1213 0.0622
1.4736 -0.2444 0.0156
0.0179 -0.0629 -0.1348
-0.1946 -1.4854 0.5690
1.2581 -0.6433 -0.6383
-0.0200 -0.0296 0.0447
-0.2717 0.0294 -0.0331
0.0185 -0.0462 0.0202
0.9406 -0.8776 1.1178
-0.0079 0.0493 0.0196
-0.0320 0.8175 1.3191
0.0271 -0.0875 0.2326
0.0653 0.1140 -0.0487
0.1425 0.0486 -0.0582
-0.0652 0.1245 -0.2521
-0.0406 0.2559 -0.0709
-0.0075 -0.0408 0.0302
-0.0497 -0.1299 0.0512
0.0953 -0.2295 -0.0578
-0.1066 -0.0408 0.0957
-0.0091 -0.1010 0.0879
0.0328 -0.0441 0.0134
0.1257 -0.2073 -0.0482
0.0325 0.2453 -0.1125
0.0860 -0.0410 0.0965
0.0815 0.0286 -0.0233
-0.0280 -0.0339 0.1517
0.0823 0.0456 -0.1681
0.1194 0.0552 -0.0401
0.1444 0.1700 0.1182
-0.8407 -0.7215 -1.3445
-0.0010 0.0147 0.1550
-0.0799 -0.1241 -0.0023
0.0426 -0.2668 0.0200
0.6080 0.4407 1.5539
0.0449 0.0013 0.0073
-0.0902 0.1059 -0.0503
0.0698 -0.0707 -0.1232
0.0180 0.0559 0.1469
-0.0852 0.0988 -0.0720
-0.1183 -0.1203 0.0926
-0.0434 0.2124 -0.1608
-0.0102 -0.0747 0.1398
0.6176 0.2950 1.8629
-0.0190 0.1501 -0.1350
0.1122 -0.0990 0.0163
0.3995 -1.0927 0.9270
0.1969 -0.0159 -0.1885
0.0597 0.5228 -1.7975
-0.1819 -0.1591 0.0491
-1.7396 -0.7000 0.5260
0.0453 0.0184 -0.0281
0.2268 -0.0353 0.1235
-0.1727 1.7537 0.0397
-0.5527 0.8708 1.5457
0.1102 0.0777 0.0419
0.0267 0.0014 -0.0470
-1.3311 0.5340 -0.1489
0.0619 0.0938 -0.0765
-0.0954 0.0546 0.0297
-0.0660 -0.0135 0.1427
-0.0394 -0.0320 -0.2696
-0.0428 -1.5484 -0.2621
0.8551 -1.0821 -0.6394
0.1922 -0.1467 0.0489
-0.2414 -0.0855 0.0876
0.1505 -0.0531 0.0414
-0.0618 -0.1324 -0.0135
0.1110 0.0685 0.0114
0.1725 0.1196 0.1202
-0.3067 0.0950 1.1025
-0.2522 0.0247 0.1064
-0.1290 0.0474 0.0100
0.0630 -0.1442 -0.0641
-0.2678 -1.7783 0.4238
-0.7710 -0.2305 1.6048
-0.1253 0.0786 0.1150
0.9242 0.6197 -1.1792
0.0586 -0.0445 0.0961

Values from the calculation:
LUMO energy: 0.4 eV
HOMO energy: -9.18 eV
electronic energy: -4038.83868 Ha

Atomic partial charges in e from the Löwdin method, atoms 1 to 5: 0.144 0.652 -0.132 -0.205 -0.201

---

Formula: C42H52CdO5P2
Source: the OMol25 dataset
Level of theory: ωB97M-V/def2-TZVPD

Atoms and positions in Å:
Cd 0.22993 -1.25651 0.14588
P -2.74779 -1.92748 -0.34696
P 0.06083 1.85220 1.07194
O -3.87251 -0.82202 0.08159
O -2.21307 -1.15368 -1.66673
O 0.32334 -3.05298 -0.92187
O -3.73518 -3.10065 -0.91338
O -0.06298 0.81681 -2.64915
C -1.19554 2.06118 4.95469
C 3.74598 -0.20937 -0.39372
C -2.36677 1.95611 -0.17845
C -0.33374 -2.39706 2.78085
C -3.58541 2.48520 -0.57731
C -0.90538 -0.29441 4.48775
C 0.49212 0.29209 -1.82370
C -2.44328 -4.91482 -1.96784
C -2.85011 -1.32254 -4.00681
C 1.26248 3.18686 1.37034
C 2.66254 -0.29309 -4.56807
C -1.00147 -1.62799 4.94856
C 0.67220 -4.29030 -0.39317
C -0.72193 -2.66345 4.11174
C 1.45842 4.16415 0.39181
C 3.71104 -2.70948 -0.28283
C -3.06719 -0.60138 -2.69587
C 4.12338 2.25502 -0.41398
C 3.68859 0.99107 -1.10664
C 3.29206 0.99024 -2.45336
C -0.49117 -0.02701 3.14893
C -0.19556 -1.12097 2.27659
C 3.10805 2.32409 -3.13785
C 3.02480 -0.23227 -3.10226
C -4.25149 -0.76939 1.46850
C 2.49466 5.07713 0.49982
C -1.24379 0.76195 5.36502
C -0.43783 1.35107 2.75784
C -3.25730 -4.46650 -0.77426
C -1.74645 4.06679 0.77420
C -0.79211 2.34467 3.64030
C 3.09632 -1.43753 -2.38350
C -5.74722 -0.94439 1.59884
C -3.87650 3.81559 -0.31730
C 2.14433 3.13896 2.45087
C 3.48300 -1.42538 -1.03793
C 4.12216 -0.18639 1.06580
C 3.36862 5.01785 1.57648
C 3.19076 4.04565 2.54874
C 2.74445 -2.74642 -3.04301
C -1.44043 2.73165 0.51252
C -2.95227 4.60546 0.35377
H -2.79659 0.45350 -2.78117
H 2.16886 -2.59984 -3.95228
H -3.04412 -4.89876 -2.87798
H -1.04222 4.68816 1.31030
H -1.46454 2.86862 5.62406
H -3.14904 -2.36422 -3.92349
H 3.71436 -1.04069 1.60322
H 5.09996 2.10926 0.05499
H 2.78529 0.65589 -5.07904
H 3.86777 3.98854 3.39235
H -3.70740 -1.53816 2.02916
H -6.04381 -0.90178 2.64880
H -3.43627 -0.85417 -4.79994
H -0.18970 -4.97677 -0.34450
H 2.56336 2.25101 -4.07383
H -2.08947 -5.93681 -1.81236
H -1.79561 -1.28527 -4.28746
H -1.31448 -1.80235 5.97202
H 2.92509 -2.89905 0.45287
H 4.65891 -2.66979 0.25702
H 0.79867 4.21045 -0.46660
H -3.17533 5.64626 0.55663
H 1.09655 -4.26178 0.62391
H 2.62451 5.83245 -0.26636
H -0.16954 -3.25182 2.13580
H 5.20884 -0.20283 1.20248
H 2.54397 3.00375 -2.49683
H 3.63699 -3.32063 -3.31551
H 4.06383 2.81120 -3.35076
H 3.74705 -3.57010 -0.94394
H -2.15350 0.92018 -0.40272
H -4.15852 -5.06526 -0.64925
H 4.18403 5.72533 1.65735
H 3.75227 0.71500 1.55477
H 3.43501 2.54802 0.38167
H -3.92335 0.20324 1.84705
H 1.43096 -4.79804 -1.01390
H -6.05704 -1.90611 1.18793
H -0.75468 3.37864 3.32024
H -4.10692 -0.65417 -2.37117
H 4.21409 3.09689 -1.09452
H 3.29583 -1.01521 -5.08595
H -0.80310 -3.68842 4.45429
H 2.01150 2.38962 3.22106
H 2.12963 -3.34503 -2.37344
H 1.63108 -0.61908 -4.72006
H -4.82043 4.23998 -0.63718
H -2.66523 -4.54121 0.14303
H -6.27244 -0.15355 1.06185
H -4.29827 1.85010 -1.09003
H -1.56881 -4.27483 -2.08382
H -1.55357 0.51128 6.37388

Forces on the atoms, in the same order (eV/Å):
0.1757 -0.2181 0.3656
-0.2483 0.0222 0.0525
-0.0303 -0.1764 -0.1629
-0.0297 -0.1685 0.0297
-0.0378 -0.1234 -0.2275
0.0979 0.1131 -0.1400
0.2791 -0.0449 -0.0276
0.1908 0.2252 -0.0715
-0.0080 -0.0179 0.0246
-0.0663 -0.0417 -0.1415
-0.0401 0.0433 -0.0249
-0.0077 0.1238 0.0111
-0.0349 0.0140 -0.0042
-0.0113 0.0289 0.0447
-0.3077 -0.3199 -0.0945
-0.0459 0.0195 0.0303
0.1387 0.0138 0.0677
0.0526 0.0418 0.0456
0.0568 -0.0050 -0.0355
-0.0107 -0.0930 0.0201
-0.0070 -0.0364 0.0752
-0.0109 -0.0139 0.0218
-0.0202 0.0263 0.0261
-0.0375 -0.0673 0.0529
-0.0032 0.0772 0.0914
0.0328 0.0666 0.0468
-0.0591 -0.1653 -0.1244
-0.0606 -0.2136 0.0851
0.0216 0.0696 -0.0047
-0.0030 -0.0911 -0.1078
0.0599 0.0615 -0.0864
0.0004 0.1273 0.2056
0.1090 0.0513 -0.0433
-0.0318 0.0836 -0.0002
-0.0124 0.0277 0.0287
-0.0448 0.1794 0.1379
-0.1212 0.2153 -0.0055
-0.0201 -0.0468 0.0072
0.0481 -0.0966 -0.0746
0.0835 0.1682 -0.0032
-0.0037 -0.0157 0.0176
-0.0620 -0.0023 -0.0310
-0.0823 0.0510 0.0019
0.0249 0.1527 0.0028
0.0267 -0.0067 0.0641
0.0067 0.0613 0.0165
-0.0171 0.0042 0.0739
0.0566 -0.0878 -0.0563
-0.0492 0.0684 0.0166
0.0038 0.0561 0.0144
-0.0042 -0.0207 -0.0016
-0.0190 0.0010 -0.0083
0.0175 0.0595 -0.0079
0.0422 0.0508 0.0095
0.0034 -0.0180 -0.0017
-0.0114 -0.0978 0.0105
-0.0063 0.0011 -0.0038
-0.0067 -0.0113 -0.0157
0.0277 0.0193 0.0231
-0.0043 0.0101 -0.0182
-0.0411 0.0118 0.0132
0.0239 0.0079 -0.0184
-0.0023 0.0212 0.0462
-0.0002 0.0284 0.0168
-0.0182 -0.0283 0.0073
-0.0572 0.0099 0.0170
-0.0459 -0.0152 0.0007
0.0135 0.0011 -0.0143
0.0205 -0.0200 0.0046
-0.0185 0.0053 0.0042
-0.0236 -0.0192 -0.0124
0.0037 -0.0296 0.0023
-0.0066 0.0490 -0.0134
0.0073 -0.0209 0.0217
0.0435 -0.0533 -0.0415
-0.0090 -0.0045 -0.0085
-0.0033 0.0052 0.0209
-0.0085 0.0371 0.0324
-0.0106 -0.0278 -0.0251
-0.0313 -0.0054 -0.0054
0.0515 -0.0257 0.0195
0.0164 -0.0313 0.0045
-0.0078 -0.0070 -0.0092
-0.0025 -0.0058 -0.0093
0.1532 -0.1076 -0.1733
-0.0565 -0.0341 0.0241
-0.0372 0.0051 0.0066
0.0114 0.0163 0.0036
0.0037 0.0203 -0.0064
0.0029 -0.0430 -0.0153
0.0041 -0.0265 0.0057
-0.0033 -0.0051 0.0164
-0.0021 0.0146 -0.0030
0.0055 -0.0268 -0.0006
0.0077 0.0440 -0.0424
-0.0598 0.0274 0.0130
0.0197 -0.0113 0.0083
0.0071 0.0004 -0.0110
0.0122 -0.0159 -0.0063
0.0095 0.0294 0.0151
0.0417 0.0843 -0.0676
0.0071 0.0106 -0.0176

Values from the calculation:
LUMO energy: 0.5 eV
HOMO energy: -7.72 eV
electronic energy: -2858.30142 Ha

Atomic partial charges in e from the Löwdin method, atoms 1 to 5: 1.310 0.829 1.063 -0.334 -0.393

---

Question: The highest LUMO energy belongs to which entry?
Answer: C42H52CdO5P2

---

Question: Among the records above, which one has the lowest LUMO energy?
Answer: C3H10OSi2

---

Question: The lowest LUMO energy belongs to which entry?
Answer: C3H10OSi2